Record 1
Molecular formula: C4H9NO
Method: DFT, the ωB97M-V functional and the def2-TZVPD basis

Summary:
- Max |F|: 0.39 eV/A
- Orbital gap (spin up / spin down): 0.32610 / 0.32613 hartree
- Molar mass: 87.1 g/mol
- E_HOMO (spin up / spin down): -8.83 / -8.83 eV
- E_tot: -7824.594 eV
- Energy above the lowest of the compared OMol25 structures with the same formula, charge and spin: 745.4 kJ/mol
- Charge: 0

Last column: natural (NBO) charge in e.
Positions of all 15 atoms, in Å:
C1 -1.204 -0.847 0.002  -0.473
C2 0.066 -0.226 0.256  -0.065
C3 1.173 -0.497 -0.745  -0.055
O1 2.327 0.264 -0.534  -0.712
C4 -0.385 1.149 0.468  -0.013
N1 0.521 0.664 1.402  -0.573
H1 -1.512 0.248 -1.020  0.026
H2 -1.235 -1.727 -0.641  0.224
H3 -1.974 -0.830 0.768  0.226
H4 1.395 -1.577 -0.737  0.163
H5 0.766 -0.245 -1.736  0.187
H6 2.306 0.532 0.398  0.484
H7 -1.380 1.398 0.843  0.181
H8 -1.019 1.151 -1.072  0.026
H9 0.157 0.541 2.347  0.375

=====

Record 2
Molecular formula: C2HMgO2
Method: DFT, the ωB97M-V functional and the def2-TZVPD basis

Summary:
- Max |F|: 1.44 eV/A
- Orbital gap (spin up / spin down): 0.18216 / 0.19023 hartree
- Molar mass: 81.3 g/mol
- E_HOMO (spin up / spin down): -11.19 / -11.58 eV
- E_tot: -11619.101 eV
- Energy above the lowest of the compared OMol25 structures with the same formula, charge and spin: 5.1 kJ/mol
- Charge: +1

Last column: natural (NBO) charge in e.
Positions of all 6 atoms, in Å:
O1 3.238 0.054 0.322  -0.292
C1 2.125 0.078 0.225  0.374
O2 -2.079 0.340 0.189  -0.956
C2 -3.089 -0.234 -0.331  0.230
Mg1 -0.219 0.025 -0.018  1.592
H1 -3.231 -1.244 0.163  0.052

=====

Record 3
Molecular formula: C26H74MgO12
Method: DFT, the ωB97M-V functional and the def2-TZVPD basis

Summary:
- Max |F|: 2.98 eV/A
- Orbital gap: 0.30545 hartree
- Molar mass: 603.2 g/mol
- E_HOMO: -8.05 eV
- E_tot: -58177.891 eV
- Energy above the lowest of the compared OMol25 structures with the same formula, charge and spin: 52.8 kJ/mol
- Charge: 0

Last column: Löwdin charge in e.
Positions of all 113 atoms, in Å:
Mg1 -0.081 -0.527 0.168  0.656
C1 3.503 -1.859 -1.816  -0.050
C2 2.209 -2.393 -1.185  -0.581
C3 2.391 -3.756 -0.596  -0.059
O1 1.536 -1.477 -0.363  -0.291
H1 4.267 -1.681 -1.060  0.067
H2 3.285 -0.901 -2.290  0.061
H3 4.012 -2.497 -2.538  0.088
H4 1.545 -2.535 -2.037  0.109
H5 2.888 -4.466 -1.257  0.083
H6 1.435 -4.092 -0.194  0.063
H7 3.040 -3.631 0.270  0.071
C4 -1.058 -0.029 -3.174  -0.055
C5 -0.890 1.191 -2.242  -0.509
C6 -1.847 2.328 -2.675  -0.059
O2 -1.093 0.857 -0.868  -0.311
H8 -0.904 0.199 -4.229  0.057
H9 -2.037 -0.507 -3.143  0.073
H10 -0.336 -0.839 -3.064  0.062
H11 0.113 1.596 -2.380  0.099
H12 -1.735 2.527 -3.741  0.069
H13 -1.612 3.245 -2.135  0.063
H14 -2.902 2.118 -2.497  0.063
C7 1.839 2.058 3.013  -0.050
C8 1.010 2.205 1.743  -0.293
O3 1.252 1.093 0.984  -0.119
H15 1.773 2.955 3.629  0.076
H16 2.887 1.855 2.795  0.074
H17 1.425 1.243 3.608  0.054
H18 1.416 3.024 1.149  0.118
H19 -0.051 2.371 1.927  0.105
H20 2.176 1.072 0.725  0.046
C9 1.646 1.344 -5.803  -0.078
C10 2.260 0.627 -4.591  -0.320
O4 3.664 0.462 -4.788  -0.076
H21 0.577 1.499 -5.661  0.057
H22 1.658 0.731 -6.704  0.075
H23 2.114 2.318 -5.944  0.065
H24 1.889 -0.381 -4.403  0.106
H25 2.014 1.191 -3.692  0.087
H26 3.998 1.259 -4.368  0.072
C11 2.243 -2.347 3.005  -0.036
C12 1.822 -1.643 4.362  -0.254
O5 0.415 -1.533 4.368  -0.111
H27 3.209 -2.849 3.046  0.076
H28 2.388 -1.550 2.277  0.058
H29 1.491 -3.068 2.684  0.063
H30 2.285 -0.658 4.425  0.097
H31 2.113 -2.263 5.209  0.108
H32 0.174 -1.125 5.203  0.099
C13 -2.005 -4.090 4.836  -0.104
C14 -0.869 -4.541 4.002  -0.318
O6 -1.313 -5.752 3.385  -0.088
H33 -2.864 -3.737 4.264  0.077
H34 -1.723 -3.289 5.519  0.066
H35 -2.376 -4.893 5.473  0.077
H36 -0.050 -4.804 4.672  0.117
H37 -0.628 -3.828 3.214  0.093
H38 -1.377 -6.424 4.069  0.076
C15 -3.727 4.567 1.301  -0.083
C16 -3.427 3.253 0.583  -0.320
O7 -2.022 3.241 0.547  -0.105
H39 -4.762 4.623 1.640  0.062
H40 -3.627 5.425 0.637  0.074
H41 -3.181 4.669 2.239  0.074
H42 -3.829 3.207 -0.428  0.103
H43 -3.752 2.386 1.158  0.092
H44 -1.782 2.454 0.051  0.017
C17 1.780 4.201 -1.970  -0.052
C18 1.528 4.400 -3.493  -0.326
O8 2.548 5.122 -4.091  -0.072
H45 0.889 3.729 -1.557  0.058
H46 1.906 5.143 -1.436  0.077
H47 2.654 3.595 -1.730  0.053
H48 0.599 4.953 -3.627  0.111
H49 1.460 3.445 -4.014  0.077
H50 2.463 5.074 -5.046  0.082
C19 5.151 2.268 0.150  -0.061
C20 4.759 0.943 -0.518  -0.291
O9 3.733 0.440 0.316  -0.109
H51 6.154 2.537 -0.182  0.074
H52 5.063 2.298 1.236  0.074
H53 4.430 2.977 -0.256  0.055
H54 5.566 0.209 -0.520  0.109
H55 4.429 1.099 -1.544  0.105
H56 3.310 -0.295 -0.133  0.030
C21 -1.598 -4.133 -1.556  -0.047
C22 -1.617 -3.401 -0.188  -0.244
O10 -1.529 -1.985 -0.355  -0.135
H57 -1.906 -5.172 -1.439  0.076
H58 -0.578 -3.982 -1.909  0.064
H59 -2.271 -3.679 -2.284  0.074
H60 -0.813 -3.683 0.491  0.110
H61 -2.611 -3.622 0.202  0.108
H62 -2.415 -1.695 -0.583  0.050
C23 -2.294 0.318 3.497  -0.056
C24 -2.150 -0.525 2.279  -0.261
O11 -0.751 -0.757 2.038  -0.104
H63 -1.788 1.268 3.323  0.083
H64 -1.806 -0.077 4.388  0.070
H65 -3.357 0.493 3.661  0.087
H66 -2.656 -0.081 1.422  0.104
H67 -2.688 -1.459 2.442  0.120
H68 -0.399 -0.975 2.904  0.049
C25 -5.677 -0.100 0.480  -0.077
C26 -5.005 -0.346 -0.851  -0.287
O12 -4.285 -1.567 -0.809  -0.084
H69 -6.276 0.811 0.471  0.081
H70 -4.959 0.059 1.285  0.053
H71 -6.282 -0.963 0.758  0.076
H72 -4.252 0.437 -0.940  0.099
H73 -5.638 -0.270 -1.735  0.121
H74 -4.921 -2.281 -0.896  0.100

=====

What is the formula in the first record?
C4H9NO

=====

What is the formula in the second record?
C2HMgO2

=====

Among the records above, which one has the lowest energy above the lowest of the compared OMol25 structures with the same formula, charge and spin?
C2HMgO2

=====

The highest charge belongs to which entry?
C2HMgO2